[1]
Below is a molecular structure, C17H25EuN4O2S2Si at a distorted geometry, with properties calculated with ωB97M-V/def2-TZVPD.

Structure (XYZ):
```
52
Properties=species:S:1:pos:R:3:forces:R:3
Eu -0.2746 0.3567 -0.1109 -0.1 -0.7 0.5
C 1.2176 -1.6488 2.5553 0.1 0.3 0.3
O 0.2577 -1.5864 1.4973 0.2 -0.1 -0.3
C -0.1281 -2.8573 0.9919 0.0 0.0 -0.6
C 0.6215 -3.1407 -0.3136 -0.1 0.1 0.6
O 0.3709 -2.0297 -1.1705 -0.1 0.0 0.3
C 0.8734 -2.2338 -2.4846 0.0 0.2 -0.2
H 0.7752 -2.1201 3.4391 0.0 0.0 -0.2
H 1.4823 -0.6118 2.7861 0.0 -0.3 0.0
H 2.1113 -2.2003 2.2473 -0.1 0.0 0.0
H -1.2051 -2.7981 0.7763 0.2 -0.1 0.1
H 0.0565 -3.6446 1.7293 -0.1 0.1 -0.1
H 0.2516 -4.0704 -0.7679 0.0 0.2 0.0
H 1.7046 -3.2362 -0.1359 -0.2 0.0 -0.1
H 0.3665 -3.0786 -2.9612 0.0 0.0 0.1
H 1.9515 -2.4226 -2.4663 -0.1 0.0 0.0
H 0.6691 -1.3190 -3.0378 0.1 -0.1 -0.1
S 0.9384 1.7432 1.8489 0.1 0.3 -0.2
C -0.5812 1.6387 2.7054 0.0 -0.1 0.0
S -1.9363 0.8351 1.9476 -0.3 0.2 -0.1
C -0.7007 2.1867 3.9602 0.1 -0.4 -0.9
C -1.8951 2.1420 4.6975 -0.8 -0.1 0.3
N -2.8589 2.1330 5.3238 -0.2 0.0 0.1
C 0.3694 2.8511 4.5839 0.7 0.3 0.2
N 1.2328 3.3908 5.1170 0.2 0.1 0.1
C 3.5520 0.8934 -0.7009 0.0 0.1 -0.1
C 2.6949 1.1786 -1.9008 0.3 -0.1 0.1
C 3.1887 1.5959 -3.1206 0.0 0.0 0.2
C 2.2853 1.8276 -4.1638 -0.1 -0.1 0.1
C 0.9418 1.6273 -3.9733 0.0 0.0 0.1
C 0.4798 1.2084 -2.7036 0.6 0.1 -0.1
N 1.3862 0.9778 -1.7034 0.0 0.3 -0.5
N -0.7803 0.9807 -2.3318 -0.2 0.0 0.0
Si -2.2581 0.7060 -3.1594 -0.9 -0.5 0.3
C -2.9630 -0.6424 -1.9681 0.2 0.6 -0.4
C -2.1645 -0.0254 -4.9219 0.2 0.4 0.7
C -3.4379 2.2015 -3.1399 0.6 -0.6 0.0
H 4.5854 1.1810 -0.8673 0.1 0.0 0.0
H 3.5142 -0.1717 -0.4563 0.0 0.0 0.0
H 3.1639 1.4443 0.1599 0.1 0.0 0.0
H 4.2465 1.7516 -3.2528 0.1 0.0 0.0
H 2.6534 2.1720 -5.1208 0.0 0.0 -0.1
H 0.2181 1.7965 -4.7532 -0.1 0.1 -0.1
H -2.4150 -1.5799 -2.0698 0.1 0.0 0.0
H -4.0082 -0.8575 -2.1613 -0.3 0.0 0.1
H -2.8881 -0.2987 -0.9190 -0.2 -0.1 -0.2
H -1.3557 -0.7436 -5.0232 0.2 -0.1 0.0
H -2.0187 0.7526 -5.6647 0.1 0.2 -0.2
H -3.0911 -0.5340 -5.1666 -0.2 -0.1 0.0
H -3.5221 2.6192 -2.1401 0.0 0.0 0.2
H -4.4322 1.9018 -3.4537 -0.2 -0.1 -0.1
H -3.1101 2.9929 -3.8061 0.1 0.1 -0.1
```
Positions in Å, forces in eV/Å.

Results
LUMO (alpha / beta) ... -1.346 / -0.077 eV
Molar mass ... 561.6 g mol⁻¹
2S+1 ... 7
HOMO (alpha / beta) ... -7.743 / -7.755 eV
Gap between HOMO and LUMO (alpha / beta) ... 6.40 / 7.68 eV

Results of the Mulliken charge analysis, in e, for atoms 1 through 4: 0.850, -0.768, 0.030, -0.754

***

[2]
Below is a molecular structure, C52H66BrN10OSSbTi at a distorted geometry, with properties calculated with ωB97M-V/def2-TZVPD.

Structure (XYZ):
```
133
Properties=species:S:1:pos:R:3:forces:R:3
Ti -0.6694 -0.6355 0.7441 -1.3 0.2 0.0
C 3.7706 -3.5682 3.8349 0.0 0.0 -0.1
C 2.4104 -3.0055 3.5444 -0.1 0.0 0.0
C 1.8969 -1.9435 4.2847 0.0 0.0 0.0
C 0.6753 -1.3770 3.9824 0.0 0.0 -0.1
C -0.0966 -1.8647 2.9248 0.2 -0.5 0.1
N -1.2710 -1.2480 2.4563 -0.2 0.3 -0.1
C -2.2899 -0.8220 3.2943 -0.4 0.0 0.2
C -2.3225 -1.0974 4.6686 0.2 0.0 -0.2
C -3.3237 -0.6107 5.4816 -0.1 0.1 0.0
C -4.3495 0.1870 4.9773 0.1 -0.1 0.0
C -5.3995 0.7663 5.8793 -0.1 0.0 0.0
C -4.3845 0.3817 3.6058 -0.1 0.0 -0.1
C -3.4081 -0.1454 2.7681 0.3 -0.1 0.3
N -3.6061 -0.0593 1.3628 -0.2 -0.1 0.0
C -4.7851 0.0193 0.7200 0.1 0.0 -0.2
C -4.5343 0.0570 -0.6385 0.0 0.0 0.0
C -3.1534 -0.0138 -0.7500 -0.3 0.2 0.0
N -2.5938 -0.0821 0.4686 -0.9 0.3 -0.3
C 0.4133 -2.9599 2.1946 -0.2 0.3 0.4
C 1.6445 -3.5119 2.5014 0.0 -0.1 -0.1
N -0.3601 -3.4656 1.1169 0.1 -0.4 0.1
C -0.5885 -4.7517 0.7843 -0.2 0.0 -0.2
C -1.4524 -4.7558 -0.2883 0.1 0.0 0.0
C -1.7068 -3.4089 -0.5544 0.0 0.0 0.0
N -1.0423 -2.6368 0.2987 0.0 -0.7 -0.5
H 4.2281 -3.0708 4.6877 0.0 0.0 0.0
H 3.7166 -4.6362 4.0478 0.0 0.0 0.0
H 4.4233 -3.4406 2.9691 0.0 0.0 0.0
H 2.4761 -1.5317 5.0985 -0.1 0.0 0.0
H 0.3097 -0.5403 4.5639 0.0 0.0 0.0
H -1.5531 -1.7247 5.0948 0.0 0.0 0.0
H -3.3082 -0.8522 6.5369 0.0 0.0 0.0
H -5.0984 0.6855 6.9215 0.0 0.0 0.0
H -5.5798 1.8178 5.6558 0.0 0.0 0.0
H -6.3491 0.2410 5.7630 0.0 0.0 0.0
H -5.2059 0.9444 3.1784 0.0 0.0 0.0
H -5.7253 0.0117 1.2429 0.1 0.0 0.1
H -5.2545 0.1329 -1.4340 0.0 0.0 0.0
H -2.5377 -0.0001 -1.6394 0.0 0.0 0.0
H 2.0243 -4.3346 1.9067 0.0 0.0 0.0
H -0.1474 -5.5660 1.3337 0.0 0.0 0.1
H -1.8420 -5.6100 -0.8126 0.0 0.0 0.0
H -2.3349 -2.9717 -1.3117 0.0 0.1 -0.1
Br 3.2915 -0.1817 8.9990 0.1 0.1 -0.2
C 3.8179 0.6229 7.3688 0.0 -0.1 0.1
C 3.8481 2.0068 7.2596 -0.1 0.0 0.1
C 4.2618 2.5865 6.0761 0.0 0.0 -0.3
C 4.5831 1.7871 4.9775 -0.5 -0.5 0.5
C 4.5469 0.3961 5.0996 0.2 0.2 -0.1
C 4.1950 -0.1833 6.3045 0.0 0.0 0.1
N 5.0989 2.4246 3.8335 0.4 0.1 -0.3
N 4.9125 2.0312 2.6791 0.4 0.9 -0.2
C 3.9293 1.1493 2.2163 -0.6 -0.8 -0.1
C 4.2883 0.1405 1.3386 0.2 0.4 0.5
C 3.3475 -0.6593 0.6868 -0.5 -0.2 -0.1
C 2.0009 -0.4146 0.8499 0.7 0.4 0.2
O 1.0127 -1.0626 0.2258 1.4 -0.3 -0.4
C 1.6042 0.6275 1.7213 0.3 0.2 0.0
N 0.2522 0.8271 1.8074 1.2 0.9 1.0
C -0.2009 1.7593 2.6263 -0.1 -0.1 -0.2
C 0.6532 2.6005 3.3414 0.3 0.1 0.1
C 2.0165 2.4607 3.2135 -0.2 0.0 0.1
C 2.5413 1.4222 2.4222 0.0 -0.1 -0.3
H 3.5856 2.6201 8.1103 0.0 0.0 0.0
H 4.3347 3.6627 5.9836 0.1 0.0 0.0
H 4.8709 -0.2183 4.2689 0.0 -0.1 0.0
H 4.2311 -1.2563 6.4389 0.0 0.0 0.0
H 5.3449 -0.0294 1.1727 0.0 0.0 -0.1
H 3.6702 -1.4544 0.0267 0.0 0.0 0.0
H -1.2770 1.8635 2.7081 0.0 0.0 0.0
H 0.2413 3.3673 3.9821 -0.1 0.0 0.0
H 2.6745 3.1545 3.7181 0.0 0.0 0.0
C 1.0010 4.7760 0.6109 0.0 0.1 0.1
N 0.1558 3.8042 -0.0740 0.1 0.0 0.1
C -1.2638 3.9772 0.1968 -0.1 0.1 0.0
C 0.6513 2.7831 -0.7956 0.0 0.0 0.3
S -0.3049 1.3761 -1.0923 0.0 -0.3 -0.5
N 1.8654 2.9193 -1.3458 -0.1 0.0 0.0
C 2.6732 1.7942 -1.7901 0.1 -0.1 -0.1
C 2.4195 4.2016 -1.7713 0.0 0.2 -0.2
H 2.0245 4.4164 0.6751 0.0 0.0 0.0
H 0.6136 4.9090 1.6222 0.0 -0.1 0.0
H 0.9876 5.7530 0.1247 0.0 0.0 0.0
H -1.4735 3.8234 1.2586 0.0 0.0 0.0
H -1.8505 3.2830 -0.3932 0.0 0.0 0.0
H -1.5511 4.9993 -0.0574 0.0 0.0 0.0
H 3.6617 1.8641 -1.3299 0.0 0.0 0.0
H 2.7925 1.8186 -2.8737 0.0 0.0 0.0
H 2.2098 0.8591 -1.5114 -0.1 -0.1 0.0
H 1.6953 5.0010 -1.6642 0.0 -0.1 -0.1
H 2.6770 4.1229 -2.8288 0.0 -0.1 0.0
H 3.3314 4.4442 -1.2231 -0.1 0.0 0.0
C 0.8544 1.5375 -4.9797 0.0 0.0 0.0
C 0.8277 0.0336 -5.2435 -0.5 -0.2 0.2
C 0.8904 -0.2365 -6.7406 0.1 0.1 0.0
C 2.0038 -0.6444 -4.5459 -0.1 0.0 0.0
Sb -1.0116 -0.7281 -4.1975 -0.2 -0.2 -0.2
C -2.6968 0.4680 -5.1056 0.6 -0.5 0.0
C -2.5049 0.7027 -6.5978 -0.1 0.1 0.0
C -3.9930 -0.2943 -4.8633 0.0 0.1 -0.1
C -2.7261 1.7928 -4.3491 0.0 -0.1 0.0
C -1.2556 -2.8703 -4.8790 0.1 0.7 -0.1
C -1.0803 -3.0883 -6.3763 0.0 -0.1 0.1
C -0.1792 -3.6250 -4.1040 0.0 0.0 -0.1
C -2.6492 -3.3393 -4.4585 0.1 0.0 0.0
H 1.8249 1.9477 -5.2839 0.0 0.0 0.0
H 0.6953 1.7628 -3.9206 0.0 0.0 0.0
H 0.0889 2.0555 -5.5588 0.0 0.0 0.0
H 1.7457 0.3025 -7.1647 0.0 0.0 0.0
H -0.0013 0.0985 -7.2663 0.0 0.0 0.0
H 1.0399 -1.2930 -6.9529 0.0 0.0 0.0
H 2.9435 -0.1765 -4.8622 0.0 0.0 0.0
H 2.0632 -1.7002 -4.8113 0.0 0.0 0.0
H 1.9263 -0.5745 -3.4582 0.1 0.0 0.0
H -2.3471 -0.2327 -7.1363 0.0 0.0 -0.1
H -1.6670 1.3705 -6.7973 0.0 0.0 0.0
H -3.4037 1.1729 -7.0139 0.0 0.0 0.0
H -4.0231 -1.2196 -5.4359 -0.1 0.0 0.0
H -4.8444 0.3166 -5.1837 0.0 0.0 0.0
H -4.1313 -0.5333 -3.8041 0.0 -0.1 0.0
H -1.7658 2.3092 -4.3855 -0.1 0.0 0.0
H -2.9905 1.6446 -3.2982 0.0 0.0 0.0
H -3.4800 2.4508 -4.7950 0.0 0.0 0.0
H -0.0493 -2.9377 -6.6906 0.0 0.0 0.0
H -1.7242 -2.4312 -6.9622 0.0 0.0 0.0
H -1.3500 -4.1215 -6.6248 0.0 0.0 0.0
H 0.8190 -3.3408 -4.4383 0.0 0.0 0.0
H -0.2875 -4.7030 -4.2683 0.0 0.0 0.0
H -0.2400 -3.4345 -3.0303 0.0 0.0 0.1
H -3.3796 -3.1370 -5.2404 0.0 0.0 0.1
H -3.0068 -2.8609 -3.5423 0.0 0.0 0.1
H -2.6432 -4.4222 -4.2931 0.0 0.0 0.0
```
Positions in Å, forces in eV/Å.

Results
Energy above the lowest of the compared OMol25 structures with the same formula, charge and spin ... 35.0 kcal/mol
LUMO ... -6.108 eV
Molar mass ... 1128.8 g mol⁻¹
HOMO ... -11.495 eV
Gap between HOMO and LUMO ... 5.39 eV
Net charge ... +2

Results of the Mulliken charge analysis, in e, for atoms 1 through 4: -1.263, -1.746, 0.393, -0.938

***

[3]
Below is a molecular structure, C27H72CuN5O14 at a distorted geometry, with properties calculated with ωB97M-V/def2-TZVPD.

Structure (XYZ):
```
119
Properties=species:S:1:pos:R:3:forces:R:3
Cu -2.8921 -0.9006 1.3067 0.6 2.5 -1.2
N 0.1711 -1.0741 -0.2893 2.2 1.1 -1.5
O 0.6603 -2.1776 -0.2675 0.0 -2.0 0.5
O -0.9674 -0.8477 0.1024 -3.9 0.2 1.7
O 0.7957 -0.1382 -0.7710 0.5 1.0 -0.2
C -1.4209 0.9831 6.2898 0.6 -0.3 -0.5
O -1.7223 -0.3703 5.9847 0.1 -0.6 0.9
C -0.6888 -1.2666 6.4895 0.1 0.1 -1.8
C 0.0527 -1.8752 5.2249 -0.2 0.6 2.9
N 0.7369 -0.8858 4.3808 -1.3 -0.6 -0.1
C 1.2432 -1.5785 3.2090 0.7 -1.3 0.2
C 2.3872 -0.8497 2.5944 1.3 0.6 -1.3
O 3.6276 -1.1001 3.2994 -0.6 0.2 0.2
C 4.7761 -0.3968 2.7744 -1.3 0.2 0.4
H -2.2009 1.6672 5.9556 -0.3 -0.3 0.1
H -0.5370 1.2065 5.6924 0.3 0.5 0.3
H -1.2290 1.0946 7.3569 0.0 0.3 0.0
H -1.1277 -2.0532 7.1033 -0.4 -0.2 -0.4
H -0.0052 -0.7902 7.1923 0.1 0.5 -0.3
H -0.7136 -2.4880 4.7502 0.1 0.4 -0.8
H 0.7553 -2.5867 5.6586 0.3 -0.3 -0.2
H 1.5467 -0.4861 4.8331 -0.1 0.0 0.6
H 0.4039 -1.8721 2.5785 0.1 0.5 -0.6
H 1.6796 -2.5414 3.4746 0.0 -0.4 0.3
H 2.1414 0.2106 2.5347 0.3 0.5 0.4
H 2.5557 -1.0975 1.5464 -0.2 -0.5 -0.2
H 5.5552 -0.3614 3.5359 -0.1 -0.5 0.0
H 4.4613 0.6384 2.6431 0.2 0.2 -0.5
H 5.1245 -0.8453 1.8440 0.0 0.1 0.0
C -2.8120 -2.7634 -1.5302 0.8 -0.5 -0.7
O -3.3928 -1.7167 -0.8158 -0.5 -0.3 3.3
C -4.0056 -0.8080 -1.6154 -0.7 3.0 -1.5
C -4.7118 0.3066 -0.7939 0.7 -2.6 0.4
N -3.7639 0.8612 0.2240 -2.3 -1.6 0.0
C -4.5459 1.7667 1.0908 0.5 -0.2 1.2
C -5.2892 0.9975 2.2068 0.3 0.5 -1.3
O -4.3102 0.1418 2.7458 0.5 -0.8 1.0
C -4.5631 -0.1876 4.1339 0.4 -0.9 0.2
H -3.5881 -3.2738 -2.1004 0.1 -0.1 -0.1
H -2.3097 -3.4658 -0.8651 -0.1 0.2 0.1
H -2.0735 -2.2934 -2.1798 0.2 -0.4 -0.3
H -4.7025 -1.2858 -2.3040 -0.3 0.0 0.0
H -3.2824 -0.2631 -2.2223 0.5 -0.3 -0.4
H -5.4754 -0.2835 -0.2871 -0.4 0.5 0.5
H -5.1933 1.0788 -1.3940 0.3 0.0 -0.1
H -3.1815 1.5190 -0.2742 1.3 0.5 -0.7
H -5.1824 2.4213 0.4954 -0.2 -0.2 -0.1
H -3.7492 2.3865 1.5022 -0.4 0.3 0.6
H -6.1267 0.4086 1.8329 -0.1 0.0 -0.2
H -5.6945 1.6652 2.9670 0.2 0.2 0.0
H -4.7344 0.6978 4.7462 -0.2 0.1 -0.3
H -3.7062 -0.6979 4.5736 0.4 0.3 -0.4
H -5.3672 -0.9179 4.2237 -0.4 0.3 -0.2
C 5.7182 1.4450 -1.1506 -0.1 -1.3 -0.1
O 5.3050 0.0756 -1.3654 0.9 0.1 -0.8
C 3.9084 -0.1324 -1.5144 -0.2 1.8 0.3
C 3.5366 -1.5358 -1.8415 0.6 -0.8 0.2
N 4.3633 -2.0466 -2.9611 -1.1 -0.4 0.8
C 4.5727 -3.4924 -2.8050 1.7 0.3 0.0
C 5.9043 -3.8608 -3.4933 0.2 -0.5 0.4
O 7.0396 -3.3877 -2.7249 -0.5 -0.3 -0.4
C 8.3227 -3.8117 -3.2303 -1.2 0.3 0.2
H 5.5666 2.1119 -1.9993 -0.7 -0.1 -0.1
H 6.8034 1.4444 -1.0483 -0.1 -0.3 0.4
H 5.2278 1.7828 -0.2377 0.1 0.5 0.0
H 3.4922 0.5136 -2.2874 0.1 0.4 -0.2
H 3.5054 0.1693 -0.5476 -0.8 -0.1 0.0
H 2.4719 -1.6629 -2.0373 0.0 0.5 -0.3
H 3.6449 -2.0888 -0.9085 0.5 -0.6 0.1
H 5.2720 -1.6230 -2.8389 0.3 0.2 -0.1
H 3.7676 -4.1352 -3.1609 -0.2 0.3 -0.4
H 4.6854 -3.7020 -1.7413 0.1 -0.3 0.2
H 5.8973 -3.4901 -4.5183 0.2 0.5 -0.1
H 5.9829 -4.9412 -3.6143 0.0 -0.3 0.3
H 8.4452 -4.8935 -3.1780 -0.2 -0.2 -0.1
H 9.0850 -3.3766 -2.5839 -0.1 0.2 -0.2
H 8.3889 -3.4747 -4.2648 0.5 0.0 -0.1
C -2.2099 3.8512 -5.2524 -0.2 -0.3 -0.5
O -2.4203 3.0635 -4.0831 0.9 0.4 0.3
C -1.1944 2.9060 -3.3116 -1.0 -0.2 -0.1
C -1.5905 2.3032 -1.9396 0.5 0.3 -1.5
N -2.7652 2.9738 -1.4399 -1.1 0.1 1.3
C -2.5563 4.3453 -1.0114 -0.4 0.8 0.3
C -3.8291 5.0479 -0.4680 -0.2 -0.2 -0.4
O -4.8884 5.0375 -1.4335 0.6 -0.1 -0.3
C -5.9539 5.9629 -1.1885 0.3 -0.8 -0.1
H -3.1587 4.0534 -5.7494 -0.2 -0.3 0.3
H -1.5943 3.3165 -5.9757 0.2 -0.1 0.0
H -1.7686 4.8359 -5.0981 0.2 0.0 0.6
H -0.7563 3.8939 -3.1692 0.2 0.0 -0.1
H -0.5034 2.2481 -3.8386 0.2 0.1 0.0
H -0.7577 2.3516 -1.2380 0.0 0.3 0.1
H -1.7424 1.2282 -2.0366 -0.4 -0.1 -0.1
H -3.4945 3.0618 -2.1332 0.1 -0.5 -0.6
H -2.2157 5.0017 -1.8121 0.2 -0.1 -0.4
H -1.7516 4.3382 -0.2762 -0.2 0.2 0.4
H -3.5823 6.0865 -0.2475 0.2 0.1 0.2
H -4.1998 4.5752 0.4415 0.1 -0.1 0.3
H -6.6085 5.9695 -2.0601 0.3 -0.1 -0.1
H -5.5854 6.9756 -1.0247 0.0 0.0 0.2
H -6.5510 5.5813 -0.3603 0.0 0.4 0.3
C -0.8697 1.3243 2.4686 0.5 1.5 0.0
O -1.4735 0.1199 2.8591 -1.3 -0.4 -1.3
H 0.1417 1.2467 2.0697 0.0 -0.5 0.0
H -1.4249 1.8826 1.7148 -0.4 -0.5 -0.2
H -0.8320 1.9994 3.3235 0.1 0.0 0.2
H -0.9226 -0.2337 3.5613 0.8 -0.5 0.8
C 2.4458 -5.4866 -0.2325 0.0 0.4 0.8
O 2.3113 -4.2707 0.5433 0.6 -1.1 -0.3
H 2.8801 -5.3481 -1.2227 -0.4 0.4 -0.2
H 3.1646 -6.1520 0.2456 -0.1 0.2 0.5
H 1.4942 -6.0176 -0.2537 0.0 0.0 -0.3
H 1.5611 -3.7552 0.2382 0.0 0.0 -0.3
C 1.1387 -0.5046 -4.2943 -0.7 0.9 -0.8
O 2.4005 -0.7231 -4.7836 1.4 -0.8 -0.4
H 0.7107 -0.0687 -5.1970 -1.0 0.5 0.5
H 0.5330 -1.3746 -4.0406 0.2 -0.4 0.2
H 1.1637 0.1885 -3.4533 -0.4 0.2 0.2
H 2.9402 -1.2336 -4.1756 0.7 -0.3 0.3
```
Positions in Å, forces in eV/Å.

Results
Energy above the lowest of the compared OMol25 structures with the same formula, charge and spin ... 60.7 kcal/mol
LUMO (alpha / beta) ... -3.718 / -6.832 eV
Molar mass ... 754.4 g mol⁻¹
2S+1 ... 2
HOMO (alpha / beta) ... -10.226 / -10.226 eV
Gap between HOMO and LUMO (alpha / beta) ... 6.51 / 3.39 eV
Net charge ... +1

Results of the Mulliken charge analysis, in e, for atoms 1 through 4: 0.203, 0.666, -0.617, -0.174